Below is a 15-piece molecular cluster, C60H165N15O15 overall in a non-equilibrium geometry, with properties calculated with the ωB97M-V functional and the def2-TZVPD basis.

Each line ends with the Löwdin charge.
Cartesian coordinates (Å):
C: 20.291 15.409 22.890  -0.03
C: 18.931 14.786 23.288  -0.41
C: 18.746 13.391 22.754  -0.18
O: 17.408 12.873 23.019  -0.22
C: 17.230 11.537 22.576  -0.09
N: 18.878 14.716 24.748  0.05
H: 20.425 15.443 21.809  0.05
H: 21.156 14.923 23.343  0.09
H: 20.223 16.463 23.160  0.07
H: 18.099 15.415 22.972  0.11
H: 19.561 12.786 23.151  0.12
H: 19.001 13.404 21.694  0.11
H: 16.212 11.295 22.883  0.09
H: 17.886 10.779 23.004  0.08
H: 17.254 11.487 21.488  0.07
H: 18.090 14.120 24.955  0.05
H: 18.658 15.632 25.111  0.09
C: 14.985 13.746 25.261  -0.06
C: 13.440 13.766 25.127  -0.43
C: 12.927 12.866 23.925  -0.15
O: 13.422 13.388 22.670  -0.23
C: 12.994 12.622 21.547  -0.10
N: 12.894 13.375 26.409  0.03
H: 15.369 12.787 25.608  0.07
H: 15.152 14.411 26.109  0.07
H: 15.493 14.030 24.340  0.06
H: 13.173 14.806 24.937  0.11
H: 11.849 13.021 23.948  0.11
H: 13.236 11.836 24.103  0.13
H: 12.911 13.251 20.660  0.08
H: 12.018 12.184 21.755  0.08
H: 13.636 11.753 21.402  0.09
H: 13.078 14.087 27.101  0.07
H: 11.905 13.206 26.295  0.07
C: 10.701 13.499 18.127  -0.04
C: 10.218 12.117 17.656  -0.43
C: 10.999 11.015 18.375  -0.23
O: 12.367 11.208 18.382  -0.20
C: 13.010 11.071 17.118  -0.08
N: 8.767 11.967 17.806  0.03
H: 9.910 14.231 17.963  0.06
H: 11.567 13.818 17.548  0.07
H: 10.984 13.526 19.179  0.07
H: 10.436 12.085 16.588  0.12
H: 10.814 10.050 17.902  0.12
H: 10.738 10.950 19.431  0.13
H: 14.078 10.899 17.254  0.09
H: 12.845 11.992 16.560  0.06
H: 12.632 10.241 16.521  0.09
H: 8.312 12.582 17.146  0.07
H: 8.519 11.055 17.450  0.07
C: 18.370 20.491 14.992  -0.03
C: 19.000 21.867 14.534  -0.44
C: 20.490 21.903 14.222  -0.19
O: 21.369 21.521 15.277  -0.21
C: 21.311 22.336 16.419  -0.10
N: 18.334 22.406 13.392  0.04
H: 18.759 20.113 15.938  0.08
H: 18.459 19.736 14.210  0.06
H: 17.313 20.617 15.224  0.05
H: 18.808 22.583 15.334  0.12
H: 20.957 22.767 13.749  0.13
H: 20.568 21.196 13.396  0.12
H: 22.053 22.003 17.144  0.09
H: 20.300 22.365 16.827  0.07
H: 21.567 23.343 16.090  0.09
H: 17.347 22.297 13.576  0.06
H: 18.531 23.393 13.484  0.08
C: 13.121 17.440 16.444  -0.05
C: 12.552 18.195 15.239  -0.40
C: 12.882 19.691 15.120  -0.21
O: 12.195 20.142 13.978  -0.17
C: 12.513 21.517 13.683  -0.08
N: 12.796 17.477 14.007  0.07
H: 14.198 17.577 16.545  0.06
H: 13.077 16.357 16.329  0.07
H: 12.661 17.773 17.374  0.05
H: 11.471 18.203 15.381  0.13
H: 13.960 19.834 15.048  0.10
H: 12.558 20.208 16.024  0.12
H: 12.962 22.233 14.372  0.09
H: 11.575 21.998 13.407  0.08
H: 13.141 21.513 12.792  0.06
H: 13.786 17.449 13.810  0.04
H: 12.416 18.108 13.316  0.08
C: 18.353 12.651 27.338  -0.06
C: 19.663 12.057 26.858  -0.44
C: 19.467 11.106 25.635  -0.16
O: 19.152 9.804 26.211  -0.21
C: 19.482 8.670 25.408  -0.10
N: 20.490 13.174 26.609  0.03
H: 17.731 11.916 27.848  0.08
H: 17.713 13.052 26.552  0.05
H: 18.564 13.322 28.171  0.08
H: 20.094 11.371 27.587  0.14
H: 20.331 11.048 24.972  0.11
H: 18.654 11.367 24.957  0.09
H: 18.671 8.602 24.683  0.07
H: 19.369 7.798 26.052  0.09
H: 20.452 8.771 24.920  0.08
H: 20.159 13.732 25.835  0.02
H: 21.410 12.849 26.347  0.07
C: 18.499 10.097 18.656  -0.06
C: 18.798 10.683 17.241  -0.38
C: 19.491 12.119 17.242  -0.19
O: 19.654 12.398 15.878  -0.21
C: 20.312 13.620 15.432  -0.05
N: 19.633 9.676 16.522  0.03
H: 17.795 10.753 19.168  0.05
H: 19.397 10.140 19.273  0.07
H: 18.090 9.096 18.520  0.08
H: 17.900 10.727 16.624  0.12
H: 20.412 12.111 17.825  0.11
H: 18.822 12.834 17.719  0.11
H: 21.321 13.650 15.844  0.08
H: 19.812 14.522 15.784  0.06
H: 20.340 13.605 14.343  0.09
H: 20.076 10.275 15.840  0.05
H: 20.402 9.361 17.095  0.06
C: 19.374 21.201 25.496  -0.05
C: 18.238 21.038 24.473  -0.46
C: 17.808 19.603 24.305  -0.20
O: 16.900 19.517 23.166  -0.21
C: 16.334 18.235 22.937  -0.10
N: 17.069 21.803 24.864  0.04
H: 19.693 22.243 25.493  0.08
H: 20.233 20.575 25.255  0.08
H: 19.015 20.939 26.491  0.08
H: 18.578 21.356 23.488  0.14
H: 17.407 19.305 25.274  0.13
H: 18.628 18.903 24.144  0.11
H: 17.028 17.426 22.710  0.07
H: 15.653 18.271 22.087  0.06
H: 15.688 18.022 23.789  0.09
H: 16.310 21.345 24.379  0.06
H: 16.805 21.552 25.806  0.07
C: 15.592 21.451 17.762  -0.05
C: 15.620 20.916 19.172  -0.48
C: 14.345 20.179 19.625  -0.18
O: 13.325 21.163 19.682  -0.16
C: 12.066 20.533 19.482  -0.09
N: 16.807 20.181 19.337  0.05
H: 15.380 20.588 17.131  0.07
H: 16.557 21.784 17.381  0.06
H: 14.925 22.314 17.780  0.09
H: 15.647 21.765 19.856  0.14
H: 14.489 19.824 20.645  0.12
H: 14.171 19.390 18.893  0.11
H: 12.026 20.109 18.478  0.07
H: 11.256 21.258 19.552  0.09
H: 11.750 19.707 20.119  0.06
H: 16.769 19.768 20.258  0.06
H: 17.609 20.794 19.377  0.08
C: 11.377 17.042 23.740  -0.05
C: 10.883 17.866 22.497  -0.41
C: 10.890 17.053 21.174  -0.16
O: 10.235 17.793 20.105  -0.21
C: 10.255 17.113 18.880  -0.12
N: 9.549 18.327 22.822  0.03
H: 12.466 17.017 23.701  0.06
H: 11.064 15.999 23.795  0.07
H: 11.093 17.608 24.627  0.08
H: 11.464 18.776 22.348  0.13
H: 10.417 16.082 21.319  0.12
H: 11.900 16.787 20.861  0.10
H: 9.616 16.246 19.046  0.08
H: 11.215 16.681 18.597  0.06
H: 9.936 17.607 17.963  0.09
H: 9.253 18.847 22.008  0.06
H: 8.936 17.525 22.792  0.07
C: 21.602 18.363 15.674  -0.06
C: 22.654 17.284 15.734  -0.47
C: 22.790 16.398 14.486  -0.15
O: 23.737 15.311 14.778  -0.21
C: 24.284 14.628 13.655  -0.11
N: 23.874 17.983 15.978  0.04
H: 21.536 19.064 16.506  0.08
H: 20.636 17.898 15.480  0.07
H: 21.726 18.911 14.740  0.08
H: 22.502 16.694 16.638  0.11
H: 23.131 17.029 13.665  0.13
H: 21.804 15.968 14.310  0.11
H: 23.485 14.309 12.986  0.08
H: 24.846 13.741 13.948  0.09
H: 24.937 15.276 13.070  0.08
H: 24.633 17.322 16.056  0.07
H: 24.005 18.678 15.257  0.08
C: 12.462 12.382 13.146  -0.06
C: 12.727 13.788 13.707  -0.44
C: 14.186 14.202 13.951  -0.19
O: 14.754 13.215 14.832  -0.19
C: 15.933 13.680 15.488  -0.10
N: 12.112 14.655 12.730  0.03
H: 12.839 11.623 13.831  0.07
H: 12.879 12.321 12.141  0.07
H: 11.427 12.183 12.867  0.07
H: 12.328 13.870 14.718  0.12
H: 14.278 15.211 14.352  0.09
H: 14.776 14.143 13.036  0.13
H: 16.304 12.832 16.063  0.08
H: 15.787 14.450 16.246  0.07
H: 16.716 14.059 14.831  0.08
H: 12.365 15.584 13.035  0.02
H: 12.485 14.545 11.798  0.07
C: 15.771 18.856 10.360  -0.04
C: 15.141 19.846 11.369  -0.45
C: 15.757 19.709 12.753  -0.21
O: 15.462 18.366 13.125  -0.21
C: 16.216 17.831 14.222  -0.07
N: 15.335 21.185 10.873  0.04
H: 15.384 19.169 9.390  0.07
H: 15.669 17.795 10.586  0.08
H: 16.844 19.046 10.332  0.08
H: 14.073 19.653 11.468  0.13
H: 15.462 20.566 13.358  0.11
H: 16.820 19.881 12.581  0.11
H: 17.278 17.896 13.985  0.08
H: 15.986 16.768 14.297  0.08
H: 16.039 18.386 15.143  0.08
H: 15.114 21.288 9.892  0.07
H: 16.341 21.275 10.866  0.07
C: 20.208 18.063 20.430  -0.06
C: 21.707 17.909 20.746  -0.41
C: 22.275 16.901 19.750  -0.23
O: 21.583 15.715 19.769  -0.21
C: 22.244 14.596 19.205  -0.08
N: 22.349 19.196 20.491  0.05
H: 20.072 18.662 19.529  0.08
H: 19.786 18.568 21.298  0.08
H: 19.684 17.111 20.343  0.05
H: 21.863 17.570 21.770  0.12
H: 23.327 16.800 20.016  0.14
H: 22.045 17.351 18.785  0.12
H: 23.315 14.550 19.399  0.09
H: 22.124 14.572 18.122  0.06
H: 21.658 13.744 19.550  0.08
H: 23.089 19.193 19.804  0.07
H: 21.619 19.659 19.969  0.04
C: 14.962 16.211 19.506  -0.06
C: 15.805 15.065 19.815  -0.43
C: 17.286 15.247 19.413  -0.18
O: 17.366 15.523 18.019  -0.19
C: 18.561 16.215 17.677  -0.08
N: 15.700 14.847 21.257  0.10
H: 14.686 16.310 18.457  0.06
H: 15.478 17.145 19.728  0.08
H: 14.000 16.275 20.014  0.07
H: 15.445 14.274 19.159  0.13
H: 17.838 14.384 19.784  0.11
H: 17.706 16.098 19.950  0.11
H: 18.645 17.109 18.294  0.07
H: 18.474 16.429 16.611  0.08
H: 19.420 15.575 17.878  0.07
H: 16.076 14.013 21.687  0.05
H: 14.704 14.744 21.392  0.04

Atoms 1-3, force components in eV/Å:
C -1.16 0.13 -0.60
C 0.43 0.22 0.46
C -0.05 -0.10 -0.51

E_tot (Eh): -4334.52934
Highest occupied orbital energy (hartree): -0.315
Total charge: 0
Orbital gap (eV): 8.9284
Max |F| (hartree/bohr): 0.059